Computed, not measured: one molecule with the formula C6H12 in a non-equilibrium geometry, with ωB97M-V/def2-TZVPD.

Values from the calculation:
HOMO energy   -7.955 eV
Molecular weight   84.2 g mol⁻¹
HOMO-LUMO gap   8.5 eV
Energy above the lowest of the compared OMol25 structures with the same formula, charge and spin   399.65 kJ/mol
Total charge   0
Total energy   -235.66600 a.u.

Each line ends with the Löwdin charge.
Element x y z (Å)
C  -2.47750  -0.08453  -0.23995  -0.1175
C  -1.29973  0.41443  0.59301  -0.3327
C  -0.11770  0.88295  -0.17102  -0.0284
C  1.17736  0.89466  0.60979  -0.2662
C  2.07025  -0.01355  -0.25483  -0.2580
C  1.11972  -1.11890  -0.66841  -0.1080
H  -2.73181  0.63768  -1.01356  0.0712
H  -2.21407  -1.02076  -0.73424  0.0665
H  -3.36572  -0.27163  0.37186  0.0689
H  -1.58487  1.35316  1.10011  0.1348
H  -1.07307  -0.28603  1.41173  0.1058
H  0.24689  -0.47845  -1.09832  0.0697
H  1.57706  1.91363  0.69129  0.1097
H  1.10183  0.46884  1.62708  0.1033
H  2.96587  -0.36309  0.25857  0.1022
H  2.37997  0.52621  -1.15271  0.1100
H  0.78460  -1.73236  0.17455  0.0920
H  1.44093  -1.72228  -1.50494  0.0767